(1)
A molecular structure, C5H9O11Tl in a non-equilibrium geometry. Source: the OMol25 dataset; level of theory: ωB97M-V with the def2-TZVPD basis set.

Max |F| = 1.64 eV/A
HOMO energy = -8.96 eV
Net charge = 0
Frontier orbital gap = 3.99 eV
ΔE to the lowest compared entry with this formula, charge and spin = 37.68 kJ/mol

Atoms and positions in Å:
1 Tl -1.5191 0.5985 0.4274
2 O 0.1663 1.7476 4.9153
3 C 0.3055 0.6693 4.1133
4 O 1.0822 -0.2632 4.4281
5 O -0.3408 0.5465 3.0619
6 H 0.7475 1.4629 5.6512
7 O 3.4627 1.3572 0.6579
8 C 2.4733 0.5551 1.0876
9 O 1.3474 0.6481 0.5577
10 O 2.7288 -0.2455 2.0113
11 H 4.2576 0.9809 1.0764
12 O 0.1171 -3.9990 0.9510
13 C -0.0198 -2.6610 0.8775
14 O 0.7217 -1.9125 1.5692
15 O -0.9638 -2.1893 0.2274
16 H 0.8945 -4.1757 1.5036
17 C -2.2074 0.5174 -3.5466
18 C -0.7495 0.8418 -3.4680
19 O -0.2660 0.3915 -2.1951
20 O -2.9718 1.4229 -2.7370
21 H -2.4108 -0.5050 -3.2174
22 H -2.5670 0.6861 -4.5702
23 H -0.5869 1.9137 -3.6002
24 H -0.2783 0.3433 -4.3195
25 H 0.4422 -0.2300 -2.3906
26 H -3.8656 1.4983 -3.0722



(2)
2 unconnected molecules or ions with the total composition C2H2N2O4 in a non-equilibrium geometry. Source: the OMol25 dataset; level of theory: ωB97M-V with the def2-TZVPD basis set.

Max |F| = 5.34 eV/A
HOMO energy = -10.71 eV
Net charge = 0
Frontier orbital gap = 9.98 eV
ΔE to the lowest compared entry with this formula, charge and spin = 538.30 kJ/mol

Atoms and positions in Å:
1 O 1.8457 -1.9612 -0.2102
2 C 1.7928 -0.9725 0.4321
3 N 2.0702 0.3631 -0.2515
4 O 1.7758 1.3589 0.3422
5 O 2.4074 0.2674 -1.3926
6 H 1.7591 -0.8749 1.4419
7 C -1.5783 1.6819 0.2816
8 N -1.0307 0.6743 0.4366
9 O -0.5609 -0.3738 0.4731
10 H -1.7670 2.7610 0.2042



(3)
A molecular structure, C8H6BiCeCl2N2O3 in a non-equilibrium geometry. Source: the OMol25 dataset; level of theory: ωB97M-V with the def2-TZVPD basis set.

Max |F| = 8.34 eV/A
HOMO energy (alpha / beta) = -21.50 / -21.50 eV
Net charge = +4
Frontier orbital gap (alpha / beta) = 4.20 / 3.04 eV
⟨S²⟩ = 0.783
ΔE to the lowest compared entry with this formula, charge and spin = 249.88 kJ/mol
Multiplicity = 2

Atoms and positions in Å:
1 Bi 0.0322 0.4489 -4.3617
2 Ce 0.2456 0.9714 -0.8129
3 Cl -0.2517 -1.5331 -1.7250
4 Cl -0.9839 3.2161 -1.0276
5 C 2.1241 2.5201 0.0372
6 C 1.0988 -1.4333 -5.0918
7 C 1.2751 1.8767 -5.6090
8 O 2.8157 3.3273 0.4740
9 O 1.3321 -2.5439 -5.2993
10 O 1.5502 2.7755 -6.2966
11 N 1.1558 -1.8656 1.4760
12 C 0.0767 -1.1631 1.9356
13 C -0.6922 -1.5526 3.0406
14 C -1.8006 -0.7843 3.3922
15 C -2.0686 0.3989 2.6990
16 C -1.2510 0.7726 1.6376
17 N -0.2068 -0.0205 1.2413
18 H 1.3153 -1.8919 0.4643
19 H 1.3922 -2.7081 1.9763
20 H -0.4047 -2.4630 3.5713
21 H -2.4518 -1.0956 4.2134
22 H -2.9118 1.0365 2.9741
23 H -1.3907 1.7109 1.0911



(4)
A molecular structure, C29H29ClF3FeN2O8P3S in a non-equilibrium geometry. Source: the OMol25 dataset; level of theory: ωB97M-V with the def2-TZVPD basis set.

Max |F| = 1.48 eV/A
HOMO energy = -0.11 eV
Net charge = -2
Frontier orbital gap = 4.10 eV
ΔE to the lowest compared entry with this formula, charge and spin = 216.07 kJ/mol

Atoms and positions in Å:
1 Fe -0.1322 -0.7194 -0.0729
2 N 2.3140 3.3507 -1.8350
3 C 2.4812 2.1096 -0.9846
4 C 3.9069 2.0032 -0.4684
5 P 1.2474 2.4194 0.4240
6 O 2.0849 2.1929 1.7630
7 O 0.9862 3.8890 0.2374
8 O 0.1533 1.4140 0.3367
9 P 1.9406 0.7273 -2.1094
10 O 3.3433 0.2378 -2.7820
11 O 1.1440 1.4381 -3.1566
12 O 1.4295 -0.4532 -1.3584
13 H 1.7859 4.0078 -1.1900
14 H 1.7218 3.0408 -2.6380
15 H 3.2020 3.7219 -2.1569
16 H 4.1474 2.8339 0.1982
17 H 4.6198 1.9659 -1.2963
18 H 4.0119 1.0871 0.1107
19 H 1.6280 1.5092 2.3019
20 H 3.5037 -0.6705 -2.4973
21 F 0.4231 -6.8883 1.0009
22 C 0.4154 -5.8407 0.1285
23 F 1.2200 -6.2351 -0.8981
24 F -0.8219 -5.7752 -0.3615
25 C 0.9117 -4.5902 0.7833
26 C 1.8435 -4.7223 1.7949
27 C 2.3901 -3.5952 2.3844
28 C 1.9348 -2.3585 1.9577
29 N 1.0354 -2.2039 0.9945
30 C 0.5444 -3.2934 0.3478
31 S -0.4443 -2.8665 -0.9741
32 H 2.1459 -5.7108 2.1170
33 H 3.1207 -3.6611 3.1770
34 H 2.3253 -1.4614 2.4124
35 O -4.0087 -0.6291 1.4867
36 C -3.0338 -0.4100 0.7723
37 O -1.8883 -0.9555 0.8539
38 C -3.1842 0.6502 -0.3453
39 P -1.8065 0.4765 -1.5206
40 C -2.3593 -0.8678 -2.6357
41 C -1.5555 -1.1527 -3.7429
42 C -1.8483 -2.2222 -4.5719
43 C -2.9409 -3.0377 -4.2992
44 C -3.7324 -2.7728 -3.1937
45 C -3.4442 -1.6943 -2.3651
46 C -2.0027 1.9395 -2.6079
47 C -1.5887 3.1561 -2.0541
48 C -1.7249 4.3410 -2.7584
49 C -2.2694 4.3309 -4.0376
50 C -2.6703 3.1282 -4.5983
51 C -2.5389 1.9394 -3.8897
52 H -3.0973 1.6234 0.1454
53 H -4.1594 0.6100 -0.8310
54 H -0.6852 -0.5332 -3.9380
55 H -1.2058 -2.4377 -5.4174
56 H -3.1548 -3.8915 -4.9312
57 H -4.5655 -3.4220 -2.9525
58 H -4.0570 -1.5267 -1.4881
59 H -1.1447 3.1673 -1.0639
60 H -1.4042 5.2724 -2.3066
61 H -2.3832 5.2561 -4.5906
62 H -3.0952 3.1097 -5.5954
63 H -2.8581 1.0103 -4.3428
64 Cl 1.4885 1.6528 9.0685
65 C 1.1749 1.1516 7.4056
66 C -0.0671 0.6224 7.0488
67 C -0.3208 0.2290 5.7582
68 C 0.6569 0.3408 4.7011
69 C 0.4111 -0.0552 3.4044
70 C 1.9221 0.8861 5.1357
71 C 2.1634 1.2737 6.4340
72 H -0.8387 0.5208 7.8047
73 H -1.2942 -0.1790 5.5098
74 H -0.5155 -0.4964 3.0676
75 H 1.2100 0.0129 2.6784
76 H 2.7200 1.0014 4.4062
77 H 3.1329 1.6781 6.7056



(5)
A molecular structure, C24H28N5Y in a non-equilibrium geometry. Source: the OMol25 dataset; level of theory: ωB97M-V with the def2-TZVPD basis set.

Max |F| = 1.68 eV/A
HOMO energy = -12.97 eV
Net charge = +2
Frontier orbital gap = 6.90 eV

Atoms and positions in Å:
1 Y 0.7854 0.4224 -0.0117
2 C -0.5330 2.8654 3.7338
3 C 0.1757 2.0275 2.8772
4 N -0.2308 1.7084 1.6529
5 C -1.4232 2.2303 1.2050
6 C -2.1770 3.1329 1.9972
7 C -1.7043 3.4254 3.2914
8 C -3.3448 3.7204 1.4674
9 C -3.7063 3.4427 0.1808
10 C -2.9763 2.5350 -0.6050
11 C -1.8755 1.8674 -0.1047
12 N -1.1053 0.9149 -0.7734
13 C -1.5400 0.1711 -1.8691
14 C -2.8551 -0.0438 -2.2390
15 C -3.1875 -0.7776 -3.3886
16 C -2.2228 -1.3348 -4.1787
17 C -0.8697 -1.2187 -3.8011
18 C 0.1712 -1.8296 -4.5300
19 C 1.4682 -1.7010 -4.1070
20 C 1.7267 -0.9797 -2.9427
21 N 0.7845 -0.4020 -2.2087
22 C -0.5208 -0.4868 -2.6371
23 H -0.1410 3.0756 4.7185
24 H 1.1201 1.6086 3.2037
25 H -2.2634 4.1015 3.9262
26 H -3.9242 4.4012 2.0762
27 H -4.5760 3.9222 -0.2482
28 H -3.2800 2.3835 -1.6298
29 H -3.6543 0.3486 -1.6290
30 H -4.2305 -0.8914 -3.6523
31 H -2.4828 -1.8752 -5.0790
32 H -0.0626 -2.3984 -5.4214
33 H 2.2889 -2.1457 -4.6512
34 H 2.7504 -0.8653 -2.6088
35 C -0.9247 -1.6374 1.8017
36 N 0.3106 -1.7279 0.9835
37 C 0.1069 -2.8203 0.0038
38 C 1.4638 -2.0365 1.8703
39 C 2.8064 -1.7274 1.2119
40 N 2.9855 -0.2757 0.9347
41 C 3.3887 0.4179 2.1818
42 C 4.0987 -0.1050 -0.0305
43 H -1.1306 -2.5913 2.2945
44 H -1.7689 -1.3860 1.1606
45 H -0.8205 -0.8693 2.5668
46 H -0.1063 -3.7607 0.5190
47 H 0.9865 -2.9653 -0.6224
48 H -0.7392 -2.5797 -0.6393
49 H 1.4472 -3.0897 2.1649
50 H 1.3531 -1.4467 2.7825
51 H 2.8785 -2.2685 0.2664
52 H 3.6140 -2.0893 1.8556
53 H 4.3983 0.1214 2.4782
54 H 2.7158 0.1709 3.0007
55 H 3.3860 1.4985 2.0309
56 H 5.0401 -0.4643 0.3932
57 H 4.2209 0.9492 -0.2839
58 H 3.9051 -0.6722 -0.9387



(6)
A single C5H9N3 molecule in a non-equilibrium geometry. Source: the OMol25 dataset; level of theory: ωB97M-V with the def2-TZVPD basis set.

Max |F| = 4.78 eV/A
HOMO energy = -8.86 eV
Net charge = 0
Frontier orbital gap = 9.89 eV
ΔE to the lowest compared entry with this formula, charge and spin = 304.36 kJ/mol

Atoms and positions in Å:
1 C 2.2787 -0.1978 -0.0398
2 N 1.4902 -1.2535 -0.0717
3 C 0.2260 -0.6857 0.2810
4 C -1.0565 -1.3103 -0.0794
5 N -1.8551 -0.0954 0.1178
6 C -1.1209 1.1956 0.0497
7 C 0.2498 0.5404 -0.3745
8 N 1.6760 0.9841 -0.0618
9 H 3.4115 -0.1924 -0.0280
10 H 0.3461 -0.3080 1.4152
11 H -1.1468 -2.1145 0.6599
12 H -1.0584 -1.9003 -1.0647
13 H -2.7028 -0.1127 -0.4007
14 H -1.5262 1.8725 -0.7543
15 H -1.0085 1.7387 0.9704
16 H 0.0363 0.3221 -1.4292
17 H 1.7606 1.5171 0.8101



- Among the records above, which one has the highest net charge?
  C8H6BiCeCl2N2O3